DFT (wB97M-V/def2-TZVPD) results for 10 unconnected molecules or ions with the total composition C45H50N10.

## Properties
structure (SMILES)	c1cc[nH]c1.c1cc[nH]c1.c1cc[nH]c1.c1cc[nH]c1.c1cc[nH]c1.c1ccncc1.c1ccncc1.c1ccncc1.c1ccncc1.c1ccncc1
LUMO level	0.250	eV
E_HOMO	-7.65	eV
orbital gap	7.9	eV

Geometry (Å):
N 15.69 2.30 13.81
C 16.66 3.20 13.61
C 16.91 3.86 14.81
C 16.03 3.34 15.76
C 15.36 2.33 15.10
H 15.36 1.64 13.11
H 17.20 3.31 12.68
H 17.73 4.56 14.80
H 16.03 3.64 16.80
H 14.65 1.63 15.52
N 22.55 0.90 16.38
C 23.85 1.11 15.99
C 23.97 2.22 15.13
C 22.69 2.80 15.06
C 21.84 1.83 15.68
H 22.20 0.16 16.97
H 24.59 0.43 16.38
H 24.88 2.73 14.84
H 22.52 3.76 14.59
H 20.77 1.75 15.82
N 19.90 0.97 11.82
C 19.48 1.05 10.52
C 19.28 2.39 10.19
C 19.79 3.09 11.29
C 20.10 2.20 12.31
H 20.00 0.18 12.44
H 19.38 0.16 9.91
H 19.17 2.83 9.21
H 20.05 4.14 11.23
H 20.65 2.40 13.21
N 19.78 1.47 7.30
C 18.51 1.36 6.80
C 18.33 0.19 6.22
C 19.46 -0.61 6.50
C 20.31 0.20 7.26
H 20.10 2.30 7.78
H 17.94 2.26 6.96
H 17.48 -0.07 5.62
H 19.56 -1.65 6.22
H 21.25 0.01 7.76
N 14.28 2.71 10.70
C 15.49 2.72 9.99
C 16.08 1.54 10.10
C 15.16 0.64 10.72
C 14.05 1.46 11.14
H 13.70 3.49 10.96
H 15.84 3.60 9.48
H 17.05 1.28 9.70
H 15.40 -0.40 10.88
H 13.15 1.27 11.70
N 20.92 -1.65 13.33
C 22.17 -1.29 13.14
C 23.19 -1.75 13.98
C 22.86 -2.62 15.06
C 21.55 -3.00 15.27
C 20.62 -2.58 14.33
H 22.43 -0.50 12.44
H 24.19 -1.38 13.81
H 23.67 -2.74 15.76
H 21.23 -3.65 16.07
H 19.60 -2.93 14.30
N 21.71 3.77 7.53
C 22.10 4.24 8.74
C 22.28 5.56 9.05
C 22.06 6.53 8.06
C 21.53 6.12 6.83
C 21.28 4.76 6.65
H 22.12 3.50 9.53
H 22.59 5.86 10.04
H 22.39 7.55 8.20
H 21.10 6.80 6.11
H 20.99 4.35 5.69
N 22.25 8.20 14.63
C 23.40 7.62 14.16
C 23.41 6.51 13.32
C 22.12 6.12 12.78
C 20.97 6.78 13.13
C 21.13 7.81 14.06
H 24.33 7.84 14.66
H 24.35 6.04 13.08
H 22.04 5.20 12.22
H 19.97 6.45 12.88
H 20.31 8.38 14.46
N 21.19 -3.47 7.94
C 22.49 -4.06 7.81
C 23.24 -4.53 8.92
C 22.77 -3.96 10.14
C 21.59 -3.26 10.26
C 20.78 -3.17 9.19
H 22.82 -4.32 6.82
H 24.11 -5.16 8.88
H 23.45 -4.10 10.96
H 21.21 -3.03 11.25
H 19.87 -2.59 9.25
N 15.85 -4.46 9.94
C 14.80 -4.20 9.16
C 14.76 -3.13 8.26
C 15.81 -2.24 8.22
C 16.83 -2.36 9.08
C 16.87 -3.46 9.91
H 14.02 -4.95 9.19
H 13.95 -3.16 7.54
H 15.69 -1.47 7.47
H 17.58 -1.59 9.15
H 17.67 -3.49 10.63

Here are the Löwdin charges for atoms 1 to 99, given in e: N 0.03; C -0.15; C -0.12; C -0.11; C -0.17; H 0.11; H 0.09; H 0.08; H 0.09; H 0.10; N 0.02; C -0.16; C -0.11; C -0.09; C -0.15; H 0.15; H 0.10; H 0.09; H 0.07; H 0.10; N 0.04; C -0.12; C -0.12; C -0.14; C -0.13; H 0.10; H 0.10; H 0.08; H 0.08; H 0.09; N 0.02; C -0.18; C -0.15; C -0.10; C -0.14; H 0.07; H 0.11; H 0.10; H 0.08; H 0.10; N 0.02; C -0.14; C -0.14; C -0.07; C -0.16; H 0.15; H 0.11; H 0.07; H 0.08; H 0.11; N 0.03; C -0.18; C -0.06; C -0.08; C -0.08; C -0.10; H 0.11; H 0.10; H 0.10; H 0.10; H 0.10; N 0.06; C -0.16; C -0.07; C -0.06; C -0.08; C -0.11; H 0.10; H 0.08; H 0.10; H 0.10; H 0.10; N 0.06; C -0.14; C -0.05; C -0.10; C -0.06; C -0.18; H 0.10; H 0.09; H 0.08; H 0.10; H 0.10; N 0.07; C -0.10; C -0.05; C -0.08; C -0.10; C -0.17; H 0.09; H 0.09; H 0.10; H 0.08; H 0.08; N 0.06; C -0.17; C -0.07; C -0.10; C -0.12